No. 1
The following is a quantum chemistry calculation of one molecule with the formula C5H8N2S in a non-equilibrium geometry, from OMol25.

Atoms and positions in Å:
S1 1.587 -1.138 0.490
N1 -1.430 -0.335 0.923
N2 0.585 -1.447 1.727
C1 -0.605 0.401 0.039
C2 0.668 0.657 -1.551
C3 -0.749 0.317 -1.472
C4 -0.777 -1.201 1.628
C5 0.889 0.483 -0.014
H1 0.823 -1.243 2.816
H2 -0.982 1.482 0.100
H3 1.175 1.495 0.507
H4 0.911 1.707 -1.627
H5 1.304 -0.047 -2.167
H6 -1.107 -1.658 2.656
H7 -1.439 1.235 -2.019
H8 -0.853 -0.711 -2.035

Forces on the atoms, in the same order (eV/Å):
S 1.12 1.57 -1.33
N 1.14 -2.59 1.22
N -0.15 -0.08 3.81
C -3.24 2.55 -0.64
C 4.22 0.03 0.22
C -2.99 -0.21 -3.60
C -1.19 0.95 2.99
C 0.63 0.97 0.72
H 0.00 -0.70 -3.51
H 0.62 -1.14 0.79
H 0.47 -2.37 -0.58
H 0.06 0.18 -1.25
H -0.52 1.28 0.41
H -1.03 0.76 -2.27
H 1.46 -3.10 1.54
H -0.61 1.88 1.47

As for the total charge: 0. The LUMO energy comes out at 0.578 eV. Its SMILES is C1=N[C@@H]2CC[C@@H]2SN1. As for the HOMO-LUMO gap: 9.3 eV. The value obtained for the relative energy (zero: lowest compared OMol25 entry of this formula, charge and spin) is 4.1060 eV. The calculation puts the HOMO energy at -8.762 eV.

In the Löwdin picture, each atom carries the following charge in e: number 1, S, carries 0.924; number 2, N, carries 0.095; number 3, N, carries -0.464; number 4, C, carries -0.470; number 5, C, carries -0.253; number 6, C, carries -0.184; number 7, C, carries -0.292; number 8, C, carries -0.504; number 9, H, carries 0.166; number 10, H, carries 0.162; number 11, H, carries 0.144; number 12, H, carries 0.101; number 13, H, carries 0.123; number 14, H, carries 0.140; number 15, H, carries 0.172; number 16, H, carries 0.142

---

No. 2
The following is a quantum chemistry calculation of a 18-piece molecular cluster, C23H15BCl68 overall in a non-equilibrium geometry, from OMol25.

Atoms and positions in Å:
Cl1 -9.925 -5.409 1.665
Cl2 -5.420 1.988 13.009
Cl3 -1.268 8.907 -2.085
Cl4 -3.967 0.053 6.326
Cl5 4.394 4.260 5.555
Cl6 -3.073 9.280 0.144
Cl7 -9.406 -2.922 0.186
Cl8 0.779 -2.124 9.306
Cl9 -2.346 6.133 -4.768
Cl10 -2.373 0.573 3.833
Cl11 0.263 1.488 3.198
Cl12 -3.209 6.625 -7.486
Cl13 -3.427 11.509 -7.479
Cl14 -9.464 -3.232 -4.657
Cl15 2.917 -0.280 9.927
Cl16 5.686 -1.660 -9.952
Cl17 -0.664 12.344 -7.284
Cl18 5.617 -9.152 -7.037
Cl19 3.153 2.862 3.370
Cl20 6.268 -4.216 -7.737
Cl21 -6.443 -1.622 2.571
Cl22 3.078 2.765 9.371
Cl23 -1.075 8.186 -6.327
Cl24 -9.896 -2.912 3.100
Cl25 -5.404 0.853 8.717
Cl26 7.245 -1.332 -12.382
Cl27 4.490 -11.761 -6.499
Cl28 -4.953 2.758 6.587
Cl29 0.766 4.396 9.979
Cl30 -0.640 5.403 -6.995
Cl31 -8.097 0.694 1.896
Cl32 -2.733 1.849 8.218
Cl33 3.436 0.613 -7.900
Cl34 -6.024 0.865 3.917
Cl35 3.902 -1.641 -6.162
Cl36 -1.720 1.109 -5.729
Cl37 7.703 -5.746 -5.755
Cl38 -4.646 0.792 -5.868
Cl39 -7.268 -1.384 -4.710
Cl40 3.474 -2.684 8.416
Cl41 5.824 2.133 4.209
Cl42 -2.700 6.643 -0.981
Cl43 5.972 -3.562 -4.968
Cl44 2.749 -9.486 -6.906
Cl45 2.073 0.538 -5.354
Cl46 -4.799 -0.836 13.110
Cl47 1.332 -1.314 -7.449
Cl48 -1.770 1.451 1.151
Cl49 -1.900 10.910 -5.098
Cl50 4.835 -6.017 -5.997
Cl51 -4.123 8.667 -2.482
Cl52 -9.286 -1.098 -2.704
Cl53 8.005 -3.283 -10.390
Cl54 2.812 -2.865 11.228
Cl55 5.647 -3.715 -11.996
Cl56 -2.684 13.638 -5.665
Cl57 -7.095 0.192 14.539
Cl58 -3.201 2.279 -7.887
Cl59 0.424 1.824 8.696
Cl60 -7.119 0.084 11.648
Cl61 -7.631 -3.415 -2.460
Cl62 1.607 4.019 7.232
Cl63 -0.675 -1.027 2.168
Cl64 -5.315 0.551 1.118
Cl65 -3.574 3.349 -5.199
Cl66 -12.013 -3.453 1.210
Cl67 4.233 -10.588 -9.131
Cl68 5.376 4.643 2.859
C1 -4.269 1.378 7.464
C2 2.983 -0.472 2.437
C3 4.691 3.478 3.994
C4 -1.143 0.629 2.591
C5 2.687 -0.455 -6.703
C6 -8.364 -2.293 -3.634
C7 4.858 -5.253 1.695
C8 4.273 -10.247 -7.394
C9 2.497 -1.988 9.720
C10 3.535 -3.296 0.818
C11 -3.266 1.880 -6.163
C12 6.194 -4.889 -6.116
C13 6.647 -2.496 -11.189
C14 6.063 -3.054 1.509
C15 3.503 -1.910 0.079
C16 -6.490 0.123 2.374
C17 -10.288 -3.680 1.547
C18 -2.792 8.373 -1.351
C19 -2.169 12.101 -6.381
C20 1.464 3.253 8.820
C21 -1.812 6.579 -6.397
C22 4.962 -3.934 0.832
C23 -6.108 0.357 13.078
B1 2.624 -0.887 0.935
H1 4.351 -4.948 2.637
H2 4.188 -5.972 1.187
H3 2.942 -2.030 -0.874
H4 4.506 -1.526 -0.139
H5 2.889 -3.984 0.225
H6 4.064 -0.661 2.618
H7 5.951 -3.116 2.613
H8 5.856 -5.683 1.913
H9 1.619 -0.408 0.498
H10 6.114 -2.016 1.134
H11 2.752 0.610 2.584
H12 3.049 -3.257 1.821
H13 5.272 -4.187 -0.201
H14 7.046 -3.540 1.278
H15 2.390 -1.068 3.166

Forces on the atoms, in the same order (eV/Å):
Cl 0.05 0.25 -0.17
Cl -0.06 -0.15 -0.01
Cl -0.12 -0.07 0.04
Cl -0.15 -0.04 0.54
Cl 0.23 -0.04 -0.20
Cl 0.03 -0.09 -0.14
Cl -0.08 -0.36 0.82
Cl 0.13 0.03 0.03
Cl 0.20 0.40 0.03
Cl -0.05 0.11 -0.02
Cl -0.03 0.19 0.13
Cl 0.08 -0.03 0.10
Cl 0.11 0.03 0.10
Cl 0.02 0.04 0.03
Cl -0.05 -0.44 -0.01
Cl -0.02 0.03 -0.23
Cl -0.12 -0.03 0.07
Cl -0.09 -0.22 -0.07
Cl 0.21 0.38 0.04
Cl 0.00 -0.09 0.00
Cl -0.26 -0.22 0.00
Cl -0.08 0.30 -0.06
Cl 0.02 -0.40 -0.15
Cl 0.06 -0.01 -0.39
Cl 0.15 0.04 -0.14
Cl -0.09 -0.10 0.14
Cl -0.03 0.13 -0.08
Cl 0.09 -0.10 0.08
Cl 0.06 -0.12 -0.12
Cl -0.04 -0.04 0.06
Cl 0.15 -0.22 0.09
Cl -0.32 -0.01 -0.15
Cl -0.03 -0.02 0.03
Cl -0.21 0.10 -0.35
Cl -0.50 0.49 0.01
Cl -0.50 0.23 0.13
Cl -0.10 0.05 0.01
Cl 0.40 -0.11 -0.07
Cl 0.16 -0.61 0.57
Cl -0.09 0.06 0.11
Cl -0.12 0.09 -0.01
Cl 0.01 0.12 -0.06
Cl 0.19 -0.21 0.22
Cl 0.12 -0.05 -0.03
Cl 0.27 -0.37 -0.20
Cl -0.12 0.11 -0.01
Cl 0.07 0.05 0.07
Cl 0.09 -0.03 0.06
Cl -0.11 0.45 0.06
Cl 0.07 0.21 0.06
Cl 0.13 -0.02 0.09
Cl -0.05 0.03 -0.06
Cl 0.19 -0.04 -0.14
Cl -0.04 0.06 -0.13
Cl 0.07 0.13 0.07
Cl 0.05 -0.13 -0.07
Cl 0.08 0.01 -0.14
Cl -0.06 0.10 0.18
Cl 0.20 0.18 0.02
Cl 0.02 0.00 0.12
Cl 0.48 0.45 -0.74
Cl -0.19 -0.07 0.22
Cl -0.15 0.00 0.01
Cl -0.08 0.15 0.07
Cl 0.36 -0.63 -0.41
Cl -0.02 -0.12 0.13
Cl -0.01 0.03 0.15
Cl -0.06 -0.04 0.03
C 0.06 0.01 0.11
C 0.40 -0.03 -0.67
C 0.02 -0.02 0.13
C 0.02 -0.20 -0.34
C 0.01 -0.01 -0.02
C -0.49 0.11 -0.01
C -0.34 0.88 -0.51
C 0.06 -0.01 -0.01
C 0.06 0.01 0.05
C 0.25 -0.18 -1.03
C -0.28 0.02 0.05
C -0.09 -0.08 0.03
C -0.13 0.09 0.03
C 0.28 -0.93 -0.43
C -1.65 0.09 0.03
C 0.24 0.19 0.00
C -0.15 0.24 -0.17
C -0.03 0.06 -0.02
C -0.02 0.01 0.03
C -0.04 -0.02 -0.01
C -0.05 0.09 -0.01
C -0.17 -0.38 1.49
C 0.06 0.02 0.03
B 0.52 0.07 0.69
H 0.49 -0.40 -0.37
H 0.51 0.10 0.28
H 0.77 -0.03 0.30
H -0.13 -0.08 0.09
H 0.36 0.35 0.47
H -0.58 0.15 0.21
H -0.04 0.44 -0.62
H -0.64 0.08 -0.15
H 0.04 -0.07 -0.24
H -0.13 -0.44 0.37
H 0.22 -1.17 0.01
H 0.74 0.04 -0.40
H -0.26 0.25 0.42
H -0.67 0.49 0.21
H 0.27 0.41 -0.34

As for the total charge: 0. The LUMO energy comes out at -0.061 eV. As for the HOMO-LUMO gap: 10.2 eV. The calculation puts the HOMO energy at -10.217 eV.

Results of the Löwdin charge analysis, in e, for atoms 1 through 99: number 1, Cl, carries 0.525; number 2, Cl, carries 0.517; number 3, Cl, carries 0.504; number 4, Cl, carries 0.471; number 5, Cl, carries 0.499; number 6, Cl, carries 0.525; number 7, Cl, carries 0.456; number 8, Cl, carries 0.513; number 9, Cl, carries 0.465; number 10, Cl, carries 0.498; number 11, Cl, carries 0.548; number 12, Cl, carries 0.524; number 13, Cl, carries 0.520; number 14, Cl, carries 0.518; number 15, Cl, carries 0.475; number 16, Cl, carries 0.488; number 17, Cl, carries 0.521; number 18, Cl, carries 0.494; number 19, Cl, carries 0.532; number 20, Cl, carries 0.497; number 21, Cl, carries 0.519; number 22, Cl, carries 0.497; number 23, Cl, carries 0.495; number 24, Cl, carries 0.506; number 25, Cl, carries 0.512; number 26, Cl, carries 0.527; number 27, Cl, carries 0.519; number 28, Cl, carries 0.524; number 29, Cl, carries 0.535; number 30, Cl, carries 0.531; number 31, Cl, carries 0.526; number 32, Cl, carries 0.500; number 33, Cl, carries 0.510; number 34, Cl, carries 0.477; number 35, Cl, carries 0.478; number 36, Cl, carries 0.508; number 37, Cl, carries 0.529; number 38, Cl, carries 0.491; number 39, Cl, carries 0.503; number 40, Cl, carries 0.520; number 41, Cl, carries 0.532; number 42, Cl, carries 0.514; number 43, Cl, carries 0.497; number 44, Cl, carries 0.513; number 45, Cl, carries 0.506; number 46, Cl, carries 0.518; number 47, Cl, carries 0.521; number 48, Cl, carries 0.520; number 49, Cl, carries 0.464; number 50, Cl, carries 0.509; number 51, Cl, carries 0.512; number 52, Cl, carries 0.496; number 53, Cl, carries 0.509; number 54, Cl, carries 0.520; number 55, Cl, carries 0.525; number 56, Cl, carries 0.523; number 57, Cl, carries 0.520; number 58, Cl, carries 0.517; number 59, Cl, carries 0.484; number 60, Cl, carries 0.498; number 61, Cl, carries 0.499; number 62, Cl, carries 0.508; number 63, Cl, carries 0.561; number 64, Cl, carries 0.508; number 65, Cl, carries 0.486; number 66, Cl, carries 0.514; number 67, Cl, carries 0.519; number 68, Cl, carries 0.535; number 69, C, carries -2.007; number 70, C, carries -0.123; number 71, C, carries -2.021; number 72, C, carries -2.018; number 73, C, carries -2.017; number 74, C, carries -2.006; number 75, C, carries -0.095; number 76, C, carries -2.044; number 77, C, carries -2.035; number 78, C, carries -0.198; number 79, C, carries -2.003; number 80, C, carries -2.032; number 81, C, carries -2.046; number 82, C, carries -0.089; number 83, C, carries -0.168; number 84, C, carries -2.032; number 85, C, carries -2.013; number 86, C, carries -2.044; number 87, C, carries -2.036; number 88, C, carries -2.010; number 89, C, carries -2.023; number 90, C, carries -0.409; number 91, C, carries -2.046; number 92, B, carries -0.196; number 93, H, carries 0.076; number 94, H, carries 0.074; number 95, H, carries 0.089; number 96, H, carries 0.087; number 97, H, carries 0.115; number 98, H, carries 0.055; number 99, H, carries 0.081

---

No. 3
The following is a quantum chemistry calculation of one molecule with the formula C5H8O2 in a non-equilibrium geometry, from OMol25.

Atoms and positions in Å:
O1 -0.082 2.300 -0.062
O2 -3.488 0.088 0.145
C1 -1.072 0.079 -0.008
C2 0.050 0.916 0.006
C3 -1.158 -1.459 0.084
C4 1.395 0.424 -0.086
C5 -2.425 0.639 -0.001
H1 2.119 1.250 -0.413
H2 -0.198 -1.890 -0.215
H3 1.610 -0.371 -0.842
H4 -2.553 1.792 0.048
H5 -2.017 -1.802 -0.659
H6 1.890 0.153 0.940
H7 -1.645 -1.733 1.100
H8 0.626 2.705 -0.614

Forces on the atoms, in the same order (eV/Å):
O 0.04 -0.58 -0.13
O 0.11 -1.52 -0.33
C 0.58 0.37 0.21
C -3.41 -0.50 -1.14
C -1.92 0.46 -0.44
C 4.67 -0.13 0.66
C -0.65 3.83 1.07
H -1.09 -0.79 0.31
H -0.37 -0.44 0.61
H -0.61 0.29 0.91
H 0.97 -1.21 -0.50
H 1.96 0.72 1.28
H -1.17 0.09 -1.71
H 1.46 0.15 -1.50
H -0.57 -0.73 0.70

As for the total charge: 0. The LUMO energy comes out at 0.376 eV. Its SMILES is C/C(O)=C(\C)C=O. As for the HOMO-LUMO gap: 9.4 eV. The value obtained for the relative energy (zero: lowest compared OMol25 entry of this formula, charge and spin) is 1.9528 eV. The calculation puts the HOMO energy at -8.983 eV.

In the Löwdin picture, each atom carries the following charge in e: number 1, O, carries 0.017; number 2, O, carries 0.025; number 3, C, carries -0.197; number 4, C, carries -0.329; number 5, C, carries -0.054; number 6, C, carries -0.060; number 7, C, carries -0.276; number 8, H, carries 0.098; number 9, H, carries 0.057; number 10, H, carries 0.099; number 11, H, carries 0.140; number 12, H, carries 0.115; number 13, H, carries 0.133; number 14, H, carries 0.111; number 15, H, carries 0.120

---

No. 4
The following is a quantum chemistry calculation of one molecule with the formula C5H5NO2 in a non-equilibrium geometry, from OMol25.

Atoms and positions in Å:
O1 0.958 0.620 -0.151
O2 -0.579 -0.319 -1.497
N1 -0.897 -0.584 0.674
C1 -1.933 -1.162 -0.011
C2 1.464 0.845 1.129
C3 2.597 1.509 1.320
C4 -0.148 -0.097 -0.226
C5 -1.743 -0.987 -1.326
H1 0.815 0.398 1.895
H2 3.215 1.932 0.529
H3 -2.381 -1.291 -2.131
H4 -2.752 -1.638 0.498
H5 2.924 1.624 2.353

Forces on the atoms, in the same order (eV/Å):
O 0.63 0.27 0.09
O 0.78 0.67 0.05
N 0.33 0.17 1.46
C -0.62 -0.28 -0.19
C -0.19 -0.21 0.08
C -0.28 -0.20 0.25
C -0.23 -0.06 -1.35
C -0.98 -0.68 0.53
H 0.55 0.36 -0.19
H -0.32 -0.20 0.12
H 0.39 0.18 -0.50
H 0.00 -0.04 -0.02
H -0.05 0.03 -0.34

As for the total charge: 0. The LUMO energy comes out at 1.017 eV. Its SMILES is C=COc1ncco1. As for the HOMO-LUMO gap: 9.8 eV. The value obtained for the relative energy (zero: lowest compared OMol25 entry of this formula, charge and spin) is 1.7868 eV. The calculation puts the HOMO energy at -8.791 eV.

In the Löwdin picture, each atom carries the following charge in e: number 1, O, carries 0.069; number 2, O, carries 0.113; number 3, N, carries 0.143; number 4, C, carries -0.119; number 5, C, carries -0.163; number 6, C, carries 0.042; number 7, C, carries -0.451; number 8, C, carries -0.108; number 9, H, carries 0.118; number 10, H, carries 0.070; number 11, H, carries 0.117; number 12, H, carries 0.107; number 13, H, carries 0.061

---

- What is the formula in the second record?
  C23H15BCl68